142
Properties=species:S:1:pos:R:3:lowdin_charge:R:1 method="wB97M-V/def2-TZVPD" gap_ev=5.75 lumo_ev=1.6 homo_ev=-4.17 relative_energy_kj_mol=901.4 total_charge=-1
C 9.875 0.431 -0.551 -0.1611
C 8.401 0.081 0.158 -0.2598
C 8.127 -1.519 -0.089 -0.2322
C 6.669 -1.828 -0.840 -0.2091
C 6.811 -3.251 -1.607 -0.2264
C 5.553 -4.265 -1.578 -0.2218
C 4.151 -3.743 -0.954 -0.2041
C 3.875 -4.567 0.471 -0.2173
C 4.399 -3.768 1.802 -0.2068
C 3.199 -2.765 2.289 -0.2078
C 3.660 -1.554 3.292 -0.2123
C 4.820 -0.560 2.706 -0.2125
C 4.257 0.719 1.826 -0.2035
C 2.962 0.364 0.892 -0.2680
P 2.274 1.891 -0.115 0.4724
O 3.555 2.940 0.436 -0.3529
C 3.223 1.451 -1.661 -0.3437
C 2.627 0.785 -2.972 -0.7137
C 2.357 -0.868 -2.974 -0.1664
I 1.064 1.917 -4.095 0.7170
N 1.475 3.324 -0.908 -0.0978
C 2.223 4.477 -0.633 -0.5805
S 2.436 6.034 0.103 0.4637
B 0.696 0.853 -0.506 -0.6154
N 0.517 -0.636 -0.324 0.0738
O -0.502 1.613 -1.000 -0.0899
B 1.340 2.383 1.485 -0.4965
O 0.089 1.705 1.979 -0.0474
O 1.840 3.473 2.389 -0.0197
H 10.681 -0.231 0.020 0.0803
H 9.811 0.031 -1.654 0.0729
H 10.133 1.570 -0.462 0.0701
H 8.561 0.310 1.307 0.1045
H 7.538 0.785 -0.247 0.1050
H 9.003 -2.035 -0.707 0.1067
H 8.057 -2.023 0.966 0.1050
H 5.860 -1.761 0.000 0.0766
H 6.553 -0.989 -1.675 0.1202
H 7.153 -3.021 -2.727 0.1179
H 7.743 -3.819 -1.125 0.1056
H 5.895 -5.251 -1.016 0.1065
H 5.334 -4.595 -2.704 0.1105
H 4.003 -2.589 -0.861 0.0816
H 3.285 -4.123 -1.682 0.1154
H 2.688 -4.623 0.556 0.1105
H 4.235 -5.682 0.392 0.1032
H 4.598 -4.598 2.633 0.1161
H 5.408 -3.249 1.521 0.0862
H 2.423 -3.426 2.911 0.1157
H 2.610 -2.416 1.330 0.0987
H 2.710 -0.896 3.575 0.1098
H 4.056 -1.985 4.317 0.1071
H 5.391 -0.087 3.637 0.1063
H 5.655 -1.165 2.112 0.0811
H 5.151 0.995 1.083 0.1014
H 4.033 1.575 2.607 0.1138
H 3.116 -0.549 0.156 0.0750
H 2.092 0.068 1.656 0.0753
H 4.425 2.771 -0.024 0.0689
H 4.162 0.791 -1.320 0.1072
H 3.738 2.464 -2.045 0.1050
H 3.526 0.850 -3.776 0.0748
H 1.237 -1.122 -3.225 0.0603
H 2.543 -1.313 -1.882 0.0523
H 3.092 -1.443 -3.679 0.0753
H 0.001 -0.868 0.565 -0.0517
H -0.052 -0.996 -1.125 0.0637
H -0.928 1.132 -1.773 0.0549
H 0.366 0.991 2.651 0.0630
H 2.390 3.074 3.142 0.1008
Cl -3.688 -2.331 4.195 0.5306
C -3.750 -0.924 3.105 -0.6461
C -2.869 -1.107 1.880 -0.6381
Cl -1.136 -1.094 2.290 0.6842
H -3.464 -0.037 3.679 0.0745
H -4.794 -0.808 2.798 0.0644
H -3.033 -0.284 1.178 0.0750
H -3.088 -2.046 1.362 -0.0011
Cl -6.654 -3.690 1.044 0.5426
C -6.716 -2.283 -0.045 -0.6639
C -5.835 -2.465 -1.271 -0.7412
Cl -4.102 -2.453 -0.861 0.6037
H -6.430 -1.396 0.528 0.0646
H -7.760 -2.167 -0.353 0.0571
H -6.000 -1.643 -1.973 0.0318
H -6.054 -3.404 -1.789 0.0118
Cl -7.873 -2.858 -3.253 0.6481
C -7.744 -4.151 -4.470 -0.6217
C -8.791 -5.236 -4.270 -0.6640
Cl -8.503 -6.184 -2.789 0.5426
H -6.729 -4.559 -4.426 0.0780
H -7.880 -3.681 -5.448 0.0743
H -8.762 -5.940 -5.106 0.0712
H -9.800 -4.816 -4.212 0.0687
Cl -2.733 -7.735 3.316 0.5196
C -2.400 -6.997 4.901 -0.6770
C -1.521 -5.761 4.788 -0.6659
Cl 0.141 -6.161 4.286 0.5299
H -1.943 -7.758 5.542 0.0709
H -3.368 -6.725 5.334 0.0069
H -1.447 -5.266 5.760 0.0728
H -1.928 -5.042 4.070 0.0523
Cl -5.496 4.815 -2.687 0.5316
C -4.151 4.362 -1.612 -0.6710
C -3.619 2.969 -1.912 -0.6463
Cl -4.789 1.696 -1.485 0.5230
H -4.499 4.446 -0.578 0.0422
H -3.360 5.102 -1.765 0.0613
H -2.718 2.781 -1.323 0.0629
H -3.365 2.855 -2.970 0.0598
Cl -5.994 -8.613 4.689 0.5477
C -6.791 -8.625 6.282 -0.6642
C -6.829 -7.244 6.917 -0.6550
Cl -5.209 -6.678 7.395 0.5602
H -6.269 -9.346 6.918 0.0689
H -7.811 -8.988 6.122 0.0702
H -7.436 -7.269 7.826 0.0700
H -7.261 -6.501 6.239 0.0722
Cl 2.687 12.273 1.598 0.5141
C 2.817 10.979 0.382 -0.6682
C 1.769 9.895 0.582 -0.6663
Cl 2.057 8.947 2.062 0.5205
H 3.831 10.572 0.425 0.0708
H 2.681 11.450 -0.597 0.0691
H 1.799 9.191 -0.255 0.0543
H 0.760 10.315 0.639 0.0672
Cl -4.760 7.148 0.324 0.5696
C -4.822 8.555 -0.765 -0.6511
C -3.941 8.373 -1.991 -0.6676
Cl -2.208 8.385 -1.581 0.5462
H -4.536 9.442 -0.192 0.0677
H -5.866 8.671 -1.073 0.0706
H -4.105 9.195 -2.693 0.0712
H -4.160 7.434 -2.509 0.0286
Cl -3.071 6.611 -8.237 0.5299
C -3.968 5.216 -7.590 -0.6686
C -4.248 5.353 -6.102 -0.6785
Cl -2.763 5.235 -5.125 0.5537
H -3.395 4.310 -7.811 0.0702
H -4.912 5.163 -8.142 0.0693
H -4.908 4.545 -5.772 0.0568
H -4.733 6.306 -5.869 0.0670

***

138
Properties=species:S:1:pos:R:3:lowdin_charge:R:1 method="wB97M-V/def2-TZVPD" multiplicity=2 s2=1.8109 gap_ev="5.30 / 3.43" lumo_ev="-7.3 / -9.1" homo_ev="-12.55 / -12.55" total_charge=+2
In 6.465 -6.529 -21.332 1.2501
C 3.915 -2.002 -20.990 0.1658
C 4.263 -0.677 -21.312 -0.2159
C 5.641 -0.266 -21.765 -0.3361
O 6.025 0.882 -22.128 0.0325
C 6.581 -1.298 -21.920 0.0426
C 6.306 -2.673 -21.645 -0.3096
C 4.891 -3.053 -21.074 -0.2880
O 4.685 -4.229 -20.836 0.0223
O 7.175 -3.584 -21.687 -0.1141
O 3.366 0.222 -21.000 0.0636
H 2.932 -2.200 -20.590 0.1478
H 7.561 -0.965 -22.227 0.1143
C 7.327 0.069 -18.768 -0.0809
C 8.019 0.963 -17.770 -0.4007
C 7.185 1.151 -16.425 -0.1217
O 8.036 1.976 -15.481 -0.2236
C 7.494 2.026 -14.160 -0.1040
N 9.221 0.217 -17.395 0.0258
H 7.862 -0.144 -19.693 0.0636
H 6.283 0.311 -18.962 0.0802
H 7.147 -0.938 -18.392 0.0466
H 8.263 1.937 -18.194 0.1370
H 6.903 0.157 -16.079 0.1138
H 6.309 1.766 -16.631 0.1173
H 8.132 2.627 -13.511 0.0906
H 7.314 1.037 -13.738 0.0834
H 6.570 2.576 -14.337 0.0840
H 9.701 0.831 -16.754 0.0656
H 9.010 -0.600 -16.840 0.0643
C -0.248 0.156 -17.195 -0.1006
C 0.289 0.167 -18.580 -0.3646
O 1.003 1.320 -18.833 -0.0589
H 0.477 0.317 -16.397 0.0763
H -0.800 -0.748 -16.937 0.0749
H -0.970 0.941 -16.968 0.0777
H -0.505 0.175 -19.326 0.1182
H 0.923 -0.717 -18.645 0.1015
H 1.762 1.152 -19.397 0.0546
C 4.898 5.348 -20.991 -0.0799
C 5.507 3.966 -21.151 -0.3471
O 5.799 3.768 -22.511 -0.0894
H 4.136 5.499 -21.755 0.0767
H 5.598 6.114 -21.326 0.0734
H 4.528 5.472 -19.973 0.0810
H 4.837 3.203 -20.755 0.1043
H 6.413 3.941 -20.546 0.0947
H 5.950 2.831 -22.659 0.0273
C 11.493 -1.860 -22.398 -0.0567
C 10.329 -2.568 -21.699 -0.3211
O 9.591 -3.382 -22.556 -0.0939
H 12.401 -2.445 -22.548 0.0818
H 11.776 -0.894 -21.979 0.0664
H 11.115 -1.600 -23.387 0.0668
H 9.678 -1.860 -21.186 0.1090
H 10.699 -3.225 -20.912 0.0979
H 8.677 -3.159 -22.365 0.0135
C -0.033 -0.193 -24.677 -0.0570
C 1.332 -0.246 -23.805 -0.2386
O 0.959 0.380 -22.523 -0.1085
H -0.913 -0.157 -24.036 0.0647
H -0.262 -1.092 -25.250 0.0553
H -0.136 0.707 -25.284 0.0640
H 2.209 0.346 -24.069 0.0978
H 1.699 -1.273 -23.780 0.0741
H 1.766 0.351 -22.004 0.0049
C 5.514 -3.871 -24.469 -0.1050
O 4.986 -5.026 -23.925 -0.2151
C 3.613 -5.239 -24.124 -0.2215
C 3.422 -6.748 -23.924 -0.1569
N 3.581 -7.113 -22.477 -0.0454
C 2.565 -6.443 -21.671 -0.2066
C 2.594 -6.868 -20.235 -0.1718
O 3.937 -6.765 -19.700 -0.3160
C 4.064 -6.970 -18.318 -0.0898
H 6.480 -3.628 -24.028 0.0782
H 4.835 -3.057 -24.213 0.0960
H 5.732 -3.870 -25.537 0.1027
H 3.209 -5.127 -25.131 0.1338
H 2.944 -4.629 -23.518 0.1181
H 3.969 -7.297 -24.690 0.1337
H 2.387 -6.846 -24.253 0.1196
H 3.390 -8.104 -22.447 0.1176
H 1.618 -6.832 -22.045 0.1431
H 2.768 -5.372 -21.662 0.1016
H 2.300 -7.918 -20.234 0.1340
H 1.934 -6.199 -19.684 0.1401
H 3.725 -7.966 -18.034 0.1051
H 3.273 -6.357 -17.886 0.0905
H 4.992 -6.481 -18.023 0.0813
C 9.102 2.802 -21.943 -0.0713
O 10.434 2.752 -22.472 -0.1541
C 10.661 1.583 -23.298 -0.1538
C 9.967 1.705 -24.693 -0.1266
N 10.717 2.602 -25.509 0.2113
C 10.078 2.634 -26.837 -0.1113
C 10.800 3.607 -27.702 -0.1777
O 11.181 4.799 -26.931 -0.2043
C 12.264 5.542 -27.482 -0.0755
H 8.684 3.809 -21.960 0.0997
H 9.035 2.397 -20.933 0.0910
H 8.416 2.106 -22.424 0.0625
H 10.288 0.679 -22.817 0.0992
H 11.739 1.452 -23.204 0.1368
H 8.954 2.094 -24.587 0.1580
H 9.820 0.713 -25.120 0.1406
H 10.635 3.500 -25.053 0.1665
H 9.131 3.168 -26.760 0.1660
H 9.923 1.667 -27.317 0.1538
H 10.148 3.956 -28.502 0.1411
H 11.711 3.176 -28.117 0.1306
H 12.596 6.305 -26.778 0.1009
H 12.075 5.900 -28.495 0.0980
H 13.098 4.845 -27.551 0.0855
C 6.096 -3.846 -17.937 0.0063
O 7.055 -4.676 -18.779 -0.2548
C 8.378 -4.261 -18.755 -0.2362
C 9.275 -5.381 -19.159 -0.1517
N 9.314 -5.572 -20.580 0.0460
C 10.453 -6.277 -21.192 -0.1197
C 10.278 -7.780 -20.972 -0.1536
O 9.060 -8.311 -21.633 -0.3157
C 8.973 -9.695 -21.532 -0.1120
H 5.158 -4.337 -18.196 0.0690
H 5.936 -2.796 -18.180 0.0728
H 6.364 -3.893 -16.881 0.1013
H 8.593 -4.005 -17.717 0.1390
H 8.407 -3.378 -19.394 0.1241
H 8.913 -6.286 -18.671 0.1443
H 10.328 -5.211 -18.932 0.1538
H 9.323 -4.656 -21.006 0.0626
H 11.444 -6.073 -20.785 0.1453
H 10.506 -6.033 -22.253 0.1402
H 10.105 -8.052 -19.931 0.1184
H 11.175 -8.349 -21.216 0.1348
H 8.926 -9.820 -20.450 0.0946
H 9.789 -10.179 -22.069 0.1057
H 7.996 -10.034 -21.875 0.0945

***

125
Properties=species:S:1:pos:R:3:lowdin_charge:R:1 method="wB97M-V/def2-TZVPD" gap_ev=10.14 lumo_ev=-5.9 homo_ev=-16.07 relative_energy_kj_mol=0.0 total_charge=+3
B 24.417 -12.312 -6.824 -0.4529
H 25.546 -12.074 -7.216 -0.0477
H 23.776 -11.296 -6.661 -0.0366
H 23.846 -13.092 -7.561 -0.0359
H 24.459 -12.822 -5.714 -0.0625
C 18.502 -15.950 0.079 -0.0601
C 19.672 -15.294 -0.676 -0.2283
C 19.173 -14.683 -1.967 -0.1451
N 20.203 -13.947 -2.808 -0.2688
C 19.542 -13.637 -4.147 -0.0931
C 20.337 -12.676 -4.982 -0.1700
C 20.649 -11.399 -4.221 -0.1653
C 21.432 -11.776 -2.965 -0.1639
C 20.606 -12.689 -2.100 -0.1129
C 21.377 -14.856 -3.047 0.0140
H 18.088 -16.753 -0.525 0.0866
H 17.727 -15.186 0.176 0.0850
H 18.818 -16.281 1.060 0.0864
H 20.373 -16.083 -0.981 0.1062
H 20.280 -14.613 -0.083 0.1129
H 18.374 -13.953 -1.804 0.1401
H 18.744 -15.420 -2.650 0.1439
H 18.579 -13.204 -3.876 0.1473
H 19.434 -14.603 -4.636 0.1428
H 19.764 -12.403 -5.872 0.1352
H 21.251 -13.118 -5.380 0.1093
H 19.705 -10.950 -3.899 0.1297
H 21.236 -10.728 -4.840 0.1188
H 21.663 -10.885 -2.375 0.1308
H 22.409 -12.189 -3.241 0.1148
H 19.667 -12.227 -1.794 0.1496
H 21.155 -12.978 -1.206 0.1310
H 20.948 -15.848 -3.137 0.1129
H 22.023 -14.808 -2.172 0.1102
H 21.957 -14.530 -3.903 0.0894
C 28.183 -14.504 -8.514 -0.0768
C 27.177 -15.504 -7.937 -0.2208
C 26.717 -15.117 -6.564 -0.1159
N 25.808 -16.185 -5.924 -0.2498
C 26.608 -17.436 -5.686 -0.1075
C 25.828 -18.458 -4.906 -0.1717
C 25.331 -17.954 -3.564 -0.1661
C 24.520 -16.680 -3.754 -0.1663
C 25.188 -15.643 -4.668 -0.1105
C 24.669 -16.470 -6.867 0.0336
H 27.710 -13.527 -8.655 0.0481
H 28.523 -14.860 -9.483 0.0863
H 29.036 -14.376 -7.849 0.0827
H 27.741 -16.440 -7.866 0.1160
H 26.380 -15.693 -8.650 0.0944
H 26.120 -14.198 -6.577 0.0846
H 27.519 -15.007 -5.832 0.1346
H 27.452 -17.092 -5.076 0.1491
H 26.976 -17.816 -6.631 0.1302
H 26.377 -19.399 -4.816 0.1377
H 25.016 -18.831 -5.550 0.1268
H 26.203 -17.810 -2.923 0.1287
H 24.687 -18.730 -3.156 0.1277
H 24.407 -16.255 -2.752 0.1189
H 23.502 -16.906 -4.079 0.1072
H 26.005 -15.187 -4.097 0.1316
H 24.492 -14.863 -4.965 0.0996
H 23.863 -16.943 -6.314 0.1026
H 25.015 -17.131 -7.652 0.1148
H 24.282 -15.524 -7.242 0.1011
C 26.196 -14.790 -11.777 -0.0693
C 25.445 -13.472 -11.937 -0.2185
C 26.040 -12.435 -11.007 -0.1366
N 25.393 -11.060 -10.983 -0.2526
C 26.315 -10.167 -10.204 -0.1204
C 25.669 -8.840 -9.887 -0.1535
C 24.403 -9.063 -9.080 -0.1840
C 23.388 -9.898 -9.841 -0.1392
C 24.040 -11.186 -10.350 -0.1119
C 25.220 -10.523 -12.365 0.0386
H 25.946 -15.514 -12.543 0.0899
H 26.074 -15.143 -10.751 0.0562
H 27.270 -14.595 -11.889 0.0845
H 24.394 -13.601 -11.662 0.1186
H 25.494 -13.159 -12.976 0.1123
H 27.079 -12.245 -11.294 0.1444
H 26.032 -12.770 -9.968 0.1149
H 26.613 -10.727 -9.314 0.1235
H 27.209 -10.032 -10.814 0.1381
H 26.356 -8.219 -9.310 0.1262
H 25.483 -8.289 -10.813 0.1235
H 24.693 -9.615 -8.177 0.0868
H 23.965 -8.136 -8.710 0.1265
H 22.650 -10.211 -9.104 0.1242
H 22.933 -9.328 -10.651 0.1223
H 24.057 -11.873 -9.501 0.0980
H 23.390 -11.647 -11.093 0.1373
H 24.573 -9.651 -12.317 0.1092
H 24.810 -11.235 -13.063 0.1040
H 26.186 -10.156 -12.713 0.1239
C 29.780 -11.226 -7.634 -0.0677
C 28.976 -10.379 -6.639 -0.2048
C 28.132 -11.280 -5.764 -0.1410
N 27.412 -10.623 -4.635 -0.2562
C 28.358 -9.856 -3.732 -0.0962
C 29.255 -10.747 -2.888 -0.1454
C 28.457 -11.736 -2.041 -0.1725
C 27.497 -12.513 -2.938 -0.1712
C 26.634 -11.609 -3.807 -0.1111
C 26.424 -9.634 -5.149 0.0201
H 30.104 -10.627 -8.480 0.0862
H 29.214 -12.088 -7.986 0.0385
H 30.667 -11.643 -7.151 0.0905
H 28.294 -9.793 -7.263 0.1047
H 29.614 -9.690 -6.097 0.1115
H 28.655 -12.155 -5.378 0.1312
H 27.335 -11.698 -6.389 0.0935
H 28.970 -9.192 -4.324 0.1236
H 27.690 -9.313 -3.062 0.1452
H 29.933 -11.337 -3.509 0.1242
H 29.804 -10.062 -2.243 0.1349
H 29.131 -12.437 -1.553 0.1238
H 27.894 -11.210 -1.266 0.1266
H 28.043 -13.251 -3.527 0.1069
H 26.776 -13.018 -2.287 0.1225
H 26.035 -12.234 -4.471 0.0946
H 25.940 -11.024 -3.205 0.1402
H 26.961 -8.817 -5.628 0.1140
H 25.853 -9.238 -4.317 0.1143
H 25.766 -10.095 -5.886 0.0774